Computed, not measured: an isolated molecule of C5H7NO, with ωB97M-V with the def2-TZVPD basis set.

Last column: natural (NBO) charge in e.
Positions of all 14 atoms, in Å:
C1 -2.02 -0.03 -0.46  -0.5956
C2 -0.61 0.05 0.07  -0.3539
C3 0.49 -0.93 -0.23  -0.3948
C4 1.73 -0.31 0.05  0.4661
N1 2.94 -0.70 0.04  -0.7786
O1 1.37 1.05 0.44  -0.4250
C5 0.06 1.24 0.39  0.2214
H1 -2.67 0.67 0.07  0.2212
H2 -2.03 0.22 -1.52  0.2284
H3 -2.43 -1.03 -0.34  0.2247
H4 0.34 -1.97 -0.45  0.2444
H5 3.58 0.05 0.27  0.3491
H6 -0.43 -0.54 1.05  0.3871
H7 -0.32 2.22 0.63  0.2056

Output
energy relative to the best compared isomer or geometry (same formula, charge and spin)	3.776	eV
E	-324.5857	Eh